{
  "formula": "C14H12N6ORhS2",
  "method": "ωB97M-V/def2-TZVPD",
  "de_lowest_kcal_mol": 2.4,
  "total_charge": 1,
  "largest_force_ha_per_bohr": 0.014,
  "orbital_gap_ev": 7.0,
  "homo_ev": -11.652,
  "energy_ev": -50374.2413,
  "symbols": ["Rh", "S", "C", "S", "C", "C", "N", "C", "N", "C", "C", "C", "N", "C", "C", "H", "H", "H", "H", "H", "C", "N", "C", "C", "C", "N", "C", "O", "N", "H", "H", "H", "H", "H", "H", "H"],
  "positions_angstrom": [[0.1110, -0.3602, -0.1897], [-1.1037, -2.0778, -1.0285], [-2.4178, -1.1871, -0.2651], [-1.9457, 0.4990, -0.4079], [-3.3706, -1.6916, 0.5439], [-4.2039, -0.8189, 1.3143], [-4.8098, -0.0908, 1.9653], [-3.5262, -3.1066, 0.6987], [-3.6499, -4.2407, 0.8333], [0.0098, -1.6627, 4.3990], [-0.8567, -0.6656, 3.9825], [-0.9315, -0.3600, 2.6377], [-0.2007, -1.0126, 1.7242], [0.6293, -1.9870, 2.1247], [0.7645, -2.3379, 3.4508], [0.0931, -1.9167, 5.4469], [-1.4747, -0.1222, 4.6824], [-1.5957, 0.4076, 2.2647], [1.1659, -2.5155, 1.3448], [1.4394, -3.1353, 3.7252], [2.9884, 3.4014, -1.0390], [2.2259, 2.4308, -1.8344], [2.1388, 2.4936, -3.1973], [1.3960, 1.6253, -3.9119], [0.6845, 0.6045, -3.2073], [0.8470, 0.5166, -1.8864], [1.5569, 1.4438, -1.1868], [1.5263, 1.3361, 0.0581], [-0.1101, -0.2644, -3.8080], [3.4510, 4.1110, -1.7180], [3.7531, 2.8830, -0.4664], [2.3189, 3.9208, -0.3581], [2.6948, 3.2950, -3.6624], [1.3311, 1.7083, -4.9855], [-0.2741, -0.2118, -4.7986], [-0.6545, -0.9114, -3.2454]],
  "forces_ev_per_angstrom": [[0.7, -0.2, -0.1], [-0.3, -0.2, 0.2], [0.1, 0.1, 0.0], [-0.3, -0.2, 0.2], [-0.2, -0.1, -0.2], [0.0, 0.0, 0.0], [0.0, 0.0, 0.0], [-0.1, 0.0, 0.0], [0.1, 0.0, 0.0], [0.0, 0.0, 0.0], [0.0, 0.0, 0.0], [-0.1, 0.0, -0.1], [0.2, 0.2, 0.1], [-0.1, -0.1, -0.1], [0.0, 0.0, 0.0], [0.0, 0.0, 0.0], [0.0, 0.0, 0.0], [0.0, 0.0, 0.0], [0.0, 0.0, 0.0], [0.0, 0.0, 0.0], [0.0, 0.0, 0.0], [0.1, 0.0, -0.1], [0.0, 0.0, 0.1], [0.0, 0.0, -0.1], [0.1, -0.1, 0.0], [0.0, 0.4, 0.0], [-0.1, 0.0, 0.0], [0.1, 0.1, 0.0], [0.0, 0.0, 0.0], [0.0, 0.0, 0.0], [0.0, 0.0, 0.0], [0.0, 0.0, 0.0], [0.0, 0.0, 0.0], [0.0, 0.0, 0.0], [0.0, 0.0, 0.0], [0.0, 0.0, 0.0]],
  "nbo_charge": [0.716, 0.018, -0.209, 0.158, -0.359, 0.264, -0.258, 0.259, -0.244, -0.120, -0.217, 0.053, -0.439, 0.042, -0.227, 0.243, 0.249, 0.240, 0.218, 0.247, -0.403, -0.378, 0.126, -0.349, 0.499, -0.575, 0.765, -0.649, -0.722, 0.225, 0.235, 0.237, 0.242, 0.256, 0.422, 0.438]
}



{
  "formula": "C3H6F2OP2",
  "method": "ωB97M-V/def2-TZVPD",
  "de_lowest_kcal_mol": 36.9,
  "largest_force_ha_per_bohr": 0.091,
  "orbital_gap_ev": 10.2,
  "homo_ev": -9.666,
  "smiles": "FC[C@]1(P)O[C@]1(F)P",
  "energy_ev": -29264.0606,
  "symbols": ["F", "C", "C", "P", "O", "C", "F", "P", "H", "H", "H", "H", "H", "H"],
  "positions_angstrom": [[0.8877, -1.6691, 0.0479], [-0.3226, -1.1523, -0.2744], [-0.3847, 0.3288, -0.1407], [-2.1121, 0.9689, -0.0489], [0.4740, 1.0706, -1.4397], [0.8658, 1.1092, -0.1942], [0.8026, 2.4121, 0.5493], [2.6613, 0.6529, 0.1586], [-0.6023, -1.6343, -1.3581], [-1.1262, -1.7560, 0.4169], [-1.6301, 2.1615, 0.5001], [-2.0028, 0.2978, 1.1229], [3.0203, 1.6562, -0.8634], [2.7143, -0.2600, -0.7495]],
  "forces_ev_per_angstrom": [[0.9, -0.2, 0.3], [-2.9, -3.5, -1.0], [0.7, 0.2, -2.8], [1.0, 0.4, -0.8], [-1.8, -0.4, 0.5], [1.3, 1.2, 2.2], [-0.4, -1.4, -1.3], [-0.1, 3.3, 1.5], [0.6, 1.8, 2.2], [1.7, 1.9, -1.3], [-0.3, 0.4, 0.2], [-0.8, -0.5, 1.7], [-0.1, -0.6, 1.0], [0.1, -2.7, -2.4]],
  "nbo_charge": [-0.355, -0.014, -0.101, 0.381, -0.507, 0.344, -0.424, 0.316, 0.213, 0.196, 0.022, -0.021, -0.003, -0.048]
}



{
  "formula": "F2Pt3",
  "method": "ωB97M-V/def2-TZVPD",
  "spin_multiplicity": 8,
  "total_charge": 3,
  "largest_force_ha_per_bohr": 0.054,
  "orbital_gap_ev": [5.0, 6.4],
  "homo_ev": [-22.281, -25.167],
  "energy_ev": -15124.3525,
  "s2": 15.774,
  "symbols": ["Pt", "Pt", "Pt", "F", "F"],
  "positions_angstrom": [[-0.1686, 0.6354, 1.6412], [-2.5105, 0.7567, -1.2742], [1.5238, -0.7684, -1.4367], [-0.6087, -0.1475, -0.3194], [1.7640, -0.4762, 1.3891]],
  "forces_ev_per_angstrom": [[2.0, -1.3, 0.3], [-0.9, 0.2, -0.5], [-0.4, 0.1, 2.1], [1.4, 0.0, -0.3], [-2.0, 1.0, -1.6]],
  "nbo_charge": [1.611, 1.048, 1.647, -0.773, -0.533]
}